# 1
A structure of composition C3H2Br3O2, computed with ωB97M-V/def2-TZVPD.

Total charge   -1
Kohn-Sham gap   7.25 eV
E_HOMO   -4.01 eV
Energy above the lowest of the compared OMol25 structures with the same formula, charge and spin   311.5 kJ/mol
LUMO energy   3.24 eV

CARTESIAN COORDINATES (ANGSTROEM)
C (-1.09507, -1.28401, 0.87726)
C (-0.34928, -0.23033, 0.35408)
C (2.37408, -0.14192, -0.43856)
O (-1.80814, -0.30404, 0.39854)
O (-1.19948, -2.29775, 1.44452)
Br (3.91000, -0.82152, -1.60576)
Br (2.53486, 1.76156, -0.41347)
Br (2.92198, -0.82323, 1.48550)
H (0.21987, -0.19081, -0.60260)
H (-0.02142, 0.43405, 1.17007)

# 2
An isolated molecule of C5H7NO2, computed with ωB97M-V/def2-TZVPD.

Total charge   0
Kohn-Sham gap   9.05 eV
SMILES   C[C@@]1(O)N[C@@H]1C=C=O
E_HOMO   -8.37 eV
Energy above the lowest of the compared OMol25 structures with the same formula, charge and spin   206.7 kJ/mol
LUMO energy   0.68 eV

CARTESIAN COORDINATES (ANGSTROEM)
C (1.77508, 0.05782, 0.96994)
C (-1.83713, 0.82473, -1.08808)
C (0.63268, -0.13521, 0.00626)
C (-1.87840, -0.10788, -0.15806)
C (-0.67686, -0.70311, 0.42015)
O (0.47761, 0.92565, -0.95851)
N (0.38380, -1.44350, -0.47056)
O (-2.07896, 1.59358, -1.92864)
H (0.60191, 1.78370, -0.53490)
H (0.05865, -1.46874, -1.43234)
H (-2.84890, -0.44038, 0.17431)
H (-0.78017, -1.17883, 1.38668)
H (1.61690, 0.94678, 1.58543)
H (1.84698, -0.81452, 1.61769)
H (2.70680, 0.15993, 0.41063)

# 3
An isolated molecule of C7H10O, computed with ωB97M-V/def2-TZVPD.

Total charge   0
Kohn-Sham gap   10.38 eV
SMILES   C1O[C@@H]2CC[C@H]3[C@@H]1[C@H]32
E_HOMO   -9.23 eV
Energy above the lowest of the compared OMol25 structures with the same formula, charge and spin   493.8 kJ/mol
LUMO energy   1.15 eV

CARTESIAN COORDINATES (ANGSTROEM)
C (0.88801, 1.50057, 0.51165)
C (-0.47952, 1.64385, -0.29261)
C (-1.20371, 0.28915, -0.16719)
C (-0.73674, -1.22573, -0.30870)
C (0.69787, -1.85364, -0.55260)
C (0.87322, -0.06026, 0.44827)
C (-0.52676, -0.40997, 0.88840)
H (0.83941, 1.89966, 1.54228)
H (1.76915, 1.93488, 0.05415)
H (-0.30888, 1.86644, -1.30307)
H (-1.16197, 2.43294, 0.03821)
H (-2.28300, 0.29411, -0.14356)
H (-1.58068, -1.88777, -0.39170)
H (0.65141, -2.90959, -0.31171)
H (0.99734, -1.71946, -1.60470)
H (0.70618, 0.11775, -0.69332)
H (-0.77986, -0.67593, 1.93786)
O (1.63855, -1.23700, 0.34834)

# 4
A structure of composition C5H8O2, computed with ωB97M-V/def2-TZVPD.

Total charge   0
Kohn-Sham gap   9.79 eV
E_HOMO   -8.86 eV
Energy above the lowest of the compared OMol25 structures with the same formula, charge and spin   297.8 kJ/mol
LUMO energy   0.93 eV

CARTESIAN COORDINATES (ANGSTROEM)
C (-1.34203, 1.26482, -0.29564)
C (-0.28460, 0.26542, 0.01993)
C (-0.09505, -0.49541, 1.32093)
O (1.35711, -0.42285, 1.21613)
C (1.22267, 0.30865, -0.00984)
C (0.45669, -0.54594, -0.98372)
O (0.67795, -1.90924, -0.89892)
H (-1.42748, 2.01690, 0.49457)
H (-1.10434, 1.77505, -1.23507)
H (-2.29707, 0.74478, -0.41687)
H (-0.43588, -1.53650, 1.28444)
H (-0.47873, 0.00051, 2.21351)
H (2.05755, 0.67399, -0.56504)
H (0.40747, -0.15078, -2.00229)
H (1.28574, -1.98939, -0.14213)

# 5
An isolated molecule of C5H9N3, computed with ωB97M-V/def2-TZVPD.

Total charge   0
Kohn-Sham gap   9.64 eV
SMILES   [H]/N=C/N(/C=C\C)N=C
E_HOMO   -8.71 eV
Energy above the lowest of the compared OMol25 structures with the same formula, charge and spin   396.9 kJ/mol
LUMO energy   0.93 eV

CARTESIAN COORDINATES (ANGSTROEM)
C (-0.62048, 1.95595, -0.86242)
C (-1.42782, 1.09508, 0.13179)
C (-0.81676, 0.08724, 0.79286)
C (1.30425, -0.77947, 1.02814)
C (-0.44037, -0.99436, -2.07014)
H (0.34791, 1.33684, -0.79490)
H (-0.96761, 1.99336, -1.96055)
H (-0.53288, 2.92369, -0.48182)
H (-2.48044, 1.31416, 0.20529)
H (-1.43432, -0.50279, 1.46317)
H (2.15733, -1.23806, 0.59101)
H (2.25679, -0.49177, 2.74742)
H (-0.25948, -1.61780, -2.89145)
H (-1.47771, -0.50856, -1.92469)
N (0.31069, -0.52723, 0.18324)
N (1.32919, -0.22787, 2.24355)
N (0.41691, -0.87287, -1.15177)

# 6
A cluster of 2 separate species, CH2OPS in total, computed with ωB97M-V/def2-TZVPD.

Total charge   -1
Kohn-Sham gap   4.41 eV
E_HOMO   -1.25 eV
Energy above the lowest of the compared OMol25 structures with the same formula, charge and spin   134.3 kJ/mol
LUMO energy   3.16 eV

CARTESIAN COORDINATES (ANGSTROEM)
C (0.87323, 1.41451, -0.27704)
O (1.89927, 0.87523, -0.07880)
P (-1.36361, -1.49463, 0.59987)
S (-0.41806, 2.28565, -0.17637)
H (-0.02839, -1.35455, 0.69108)
H (-0.96245, -1.72619, -0.75873)

# 7
A structure of composition C60H61I2MoN3OP2SSb2, computed with ωB97M-V/def2-TZVPD.

Total charge   +2
Kohn-Sham gap (spin up / spin down)   5.87 / 5.75 eV
E_HOMO (spin up / spin down)   -12.13 / -12.13 eV
LUMO energy (spin up / spin down)   -6.26 / -6.37 eV

CARTESIAN COORDINATES (ANGSTROEM)
Mo (-0.19894, 1.18252, 0.25209)
I (7.43432, 1.80180, 0.87815)
C (5.42185, 1.32953, 0.94773)
C (4.97298, 0.34465, 1.72670)
C (3.53663, 0.00836, 1.78876)
I (3.00875, -1.59614, 2.97758)
C (2.64023, 0.71135, 1.10318)
O (1.30530, 0.36062, 1.05652)
C (3.00396, 1.87502, 0.21679)
C (2.12718, 3.08410, 0.55918)
N (2.50430, 3.85546, 1.68137)
C (3.43443, 3.53092, 2.74120)
C (3.03639, 2.65659, 3.90821)
C (3.87539, 2.64186, 5.02189)
C (3.54216, 1.84108, 6.09597)
C (2.38214, 1.07985, 6.02558)
C (1.62774, 1.15053, 4.87201)
N (1.94202, 1.91681, 3.82214)
C (4.52801, 2.17087, 0.08830)
H (5.64824, -0.23868, 2.33555)
H (1.04552, 2.64377, 0.59745)
H (2.00320, 3.74982, -0.30430)
H (1.96954, 4.69546, 1.82266)
H (3.75372, 4.49648, 3.14450)
H (4.34070, 3.10562, 2.32038)
H (4.76348, 3.25810, 5.04257)
H (4.16692, 1.81594, 6.97722)
H (2.08021, 0.43884, 6.84071)
H (0.72510, 0.55375, 4.77410)
H (4.74809, 3.22568, 0.26087)
C (-1.03608, 2.30089, 3.19025)
C (-1.76754, 3.12535, 2.20545)
C (-2.59606, 4.18107, 2.65516)
C (-3.23177, 4.97897, 1.75669)
C (-3.05085, 4.73903, 0.37290)
C (-3.66090, 5.51998, -0.63637)
C (-3.43533, 5.24363, -1.95758)
C (-2.59213, 4.17450, -2.32046)
C (-2.00093, 3.40341, -1.35116)
S (-0.94273, 2.06805, -1.75739)
C (-2.22048, 3.67354, 0.00313)
N (-1.58970, 2.86734, 0.92417)
H (-0.14785, 2.83631, 3.51983)
H (-0.69265, 1.33932, 2.78281)
H (-1.65165, 2.09245, 4.06176)
H (-2.70333, 4.32897, 3.71961)
H (-3.87015, 5.78954, 2.08166)
H (-4.30422, 6.33804, -0.34280)
H (-3.89753, 5.84149, -2.72825)
H (-2.40647, 3.95956, -3.36403)
C (-2.21377, -2.24823, 5.68470)
Sb (-2.65686, -0.51280, 4.53128)
C (-3.01307, 0.78130, 6.19663)
C (-4.72345, -1.00986, 4.19027)
C (-4.88741, -2.09072, 3.16474)
C (-5.19757, -3.37860, 3.60496)
C (-5.38250, -4.43190, 2.72693)
C (-5.27944, -4.21270, 1.36069)
C (-4.97502, -2.94185, 0.90959)
C (-4.75690, -1.88089, 1.79016)
C (-4.40682, -0.55927, 1.18683)
Sb (-2.36200, -0.59953, 0.45257)
C (-1.64108, -2.44880, 1.19551)
C (-2.92762, -1.04498, -1.55359)
H (-3.01355, -2.42415, 6.40164)
H (-1.27989, -2.09906, 6.22183)
H (-2.11113, -3.11690, 5.03937)
H (-3.82861, 0.37500, 6.79219)
H (-3.28917, 1.77961, 5.86655)
H (-2.12195, 0.84497, 6.81747)
H (-5.25758, -0.09506, 3.93414)
H (-5.10709, -1.35868, 5.14828)
H (-5.31718, -3.54705, 4.66772)
H (-5.63170, -5.41233, 3.10768)
H (-5.45148, -5.01473, 0.65779)
H (-4.91649, -2.75797, -0.15704)
H (-4.57788, 0.30383, 1.82519)
H (-4.94319, -0.41624, 0.25137)
H (-1.99304, -3.24950, 0.55050)
H (-2.02720, -2.59677, 2.19891)
H (-0.55795, -2.42835, 1.21444)
H (-3.20070, -2.09722, -1.63157)
H (-2.13898, -0.80345, -2.26229)
H (-3.79415, -0.42541, -1.78805)
C (0.42073, -0.14637, -3.38441)
P (0.87044, -0.33898, -1.63004)
C (0.77329, -2.09564, -1.23451)
C (-0.12321, -2.93916, -1.88637)
C (-0.18983, -4.28192, -1.54782)
C (0.63604, -4.79156, -0.55685)
C (1.53712, -3.95862, 0.09342)
C (1.60700, -2.61727, -0.24318)
C (2.61531, 0.07600, -1.57840)
C (2.96255, 1.50827, -1.30847)
C (4.47876, 1.85196, -1.43457)
C (5.37858, 0.76005, -1.90861)
C (4.95561, -0.49107, -2.05108)
C (3.54718, -0.83885, -1.85490)
P (1.74377, -0.45752, -4.67132)
C (0.71743, -0.10790, -6.15271)
C (0.88469, -0.88607, -7.29640)
C (0.21036, -0.58154, -8.46801)
C (-0.64574, 0.50827, -8.51953)
C (-0.80823, 1.30205, -7.39395)
C (-0.12862, 0.99910, -6.22381)
C (1.80896, -2.27986, -4.72365)
C (0.69514, -3.08068, -4.97766)
C (0.81471, -4.45647, -5.04751)
C (2.05839, -5.05336, -4.86724)
C (3.17706, -4.27049, -4.63470)
C (3.05090, -2.88784, -4.57122)
H (0.20574, 0.91563, -3.52585)
H (-0.50650, -0.67309, -3.62167)
H (-0.75377, -2.57122, -2.68128)
H (-0.87646, -4.93231, -2.07166)
H (0.58762, -5.84138, -0.30279)
H (2.19193, -4.35069, 0.85943)
H (2.31691, -1.97821, 0.26394)
H (2.31295, 2.17960, -1.88043)
H (4.65311, 2.75662, -2.01723)
H (6.40999, 1.01370, -2.11319)
H (5.63285, -1.27143, -2.36796)
H (3.26432, -1.87262, -2.01367)
H (1.55025, -1.74140, -7.28034)
H (0.35608, -1.19928, -9.34285)
H (-1.17562, 0.74188, -9.43185)
H (-1.45927, 2.16454, -7.42860)
H (-0.25652, 1.65954, -5.37501)
H (-0.27108, -2.61961, -5.15419)
H (-0.05324, -5.06637, -5.25782)
H (2.15478, -6.12813, -4.92987)
H (4.14815, -4.73089, -4.52052)
H (3.93058, -2.27321, -4.42095)